No. 1
The following is a DFT calculation (ωB97M-V/def2-TZVPD) of an isolated molecule of C29H31N3O4.

Results
Structure (SMILES): COc1ccc([C@@H]([C@H](O)C(=O)c2c[nH]c3ccccc23)N2CCN(c3ccc(OC)cc3)CC2)cc1
Max |F|, eV/A: 0.73
HOMO-LUMO gap, eV: 7.45
LUMO energy, Eh: 0.01635
ΔE to the lowest compared entry with this formula, charge and spin, eV: 2.428

Positions of all 67 atoms, in Å:
C (2.24, 3.72, -1.80)
O (1.99, 2.51, -2.47)
C (1.36, 1.51, -1.80)
C (0.89, 1.59, -0.50)
C (0.26, 0.50, 0.07)
C (0.07, -0.69, -0.62)
C (-0.66, -1.83, 0.05)
C (-1.88, -2.32, -0.80)
O (-1.53, -2.86, -2.05)
C (-2.79, -1.12, -1.03)
O (-2.88, -0.68, -2.17)
C (-3.46, -0.54, 0.11)
C (-3.68, -1.11, 1.35)
N (-4.37, -0.24, 2.14)
C (-4.61, 0.91, 1.44)
C (-5.27, 2.07, 1.83)
C (-5.36, 3.09, 0.90)
C (-4.81, 2.96, -0.38)
C (-4.16, 1.81, -0.77)
C (-4.06, 0.76, 0.15)
N (0.12, -2.97, 0.50)
C (0.98, -3.64, -0.44)
C (2.39, -3.00, -0.57)
N (2.79, -2.39, 0.68)
C (3.14, -1.06, 0.74)
C (3.83, -0.46, -0.32)
C (4.22, 0.86, -0.27)
C (3.98, 1.64, 0.86)
O (4.40, 2.95, 0.80)
C (4.25, 3.74, 1.95)
C (3.33, 1.05, 1.94)
C (2.92, -0.27, 1.87)
C (2.21, -3.07, 1.81)
C (0.68, -2.89, 1.84)
C (0.53, -0.75, -1.93)
C (1.17, 0.32, -2.51)
H (1.32, 4.20, -1.47)
H (2.74, 4.36, -2.53)
H (2.91, 3.57, -0.95)
H (1.02, 2.48, 0.09)
H (-0.11, 0.59, 1.09)
H (-1.12, -1.42, 0.96)
H (-2.39, -3.10, -0.22)
H (-1.85, -2.21, -2.70)
H (-3.41, -2.08, 1.71)
H (-4.67, -0.43, 3.08)
H (-5.69, 2.18, 2.82)
H (-5.86, 4.01, 1.16)
H (-4.90, 3.78, -1.07)
H (-3.73, 1.70, -1.75)
H (0.48, -3.66, -1.41)
H (1.08, -4.68, -0.09)
H (3.11, -3.78, -0.85)
H (2.37, -2.24, -1.35)
H (4.06, -1.03, -1.21)
H (4.74, 1.31, -1.10)
H (4.78, 3.31, 2.81)
H (3.19, 3.87, 2.21)
H (4.68, 4.71, 1.70)
H (3.13, 1.61, 2.84)
H (2.40, -0.66, 2.73)
H (2.46, -4.13, 1.71)
H (2.66, -2.72, 2.74)
H (0.44, -1.93, 2.29)
H (0.24, -3.69, 2.46)
H (0.39, -1.65, -2.52)
H (1.53, 0.27, -3.53)


No. 2
The following is a DFT calculation (ωB97M-V/def2-TZVPD) of a structure of composition CH2I2.

Results
Max |F|, eV/A: 2.21
HOMO-LUMO gap, eV: 7.26
LUMO energy, Eh: -0.05833
ΔE to the lowest compared entry with this formula, charge and spin, eV: 4.020

Positions of all 5 atoms, in Å:
C (-1.06, -2.54, -0.18)
I (-3.07, -3.03, 0.25)
I (-0.52, -2.85, -2.11)
H (0.82, 0.37, 1.37)
H (0.35, -0.03, 1.05)


No. 3
The following is a DFT calculation (ωB97M-V/def2-TZVPD) of a structure of composition C7H10N2O.

Results
Max |F|, eV/A: 6.00
HOMO-LUMO gap, eV: 8.71
LUMO energy, Eh: 0.01782
ΔE to the lowest compared entry with this formula, charge and spin, eV: 5.172

Positions of all 20 atoms, in Å:
C (0.00, 1.00, 0.87)
C (0.06, -1.49, -2.10)
C (0.57, 1.49, -0.92)
C (1.12, 0.75, 0.25)
C (-0.68, 0.78, 2.14)
C (2.39, 0.09, 0.43)
C (-2.08, -1.31, -0.67)
N (-0.56, 1.78, -0.41)
N (-0.93, -1.34, -1.52)
O (0.86, -1.70, -2.89)
H (0.96, 1.85, -1.94)
H (-1.68, 0.51, 1.74)
H (-0.80, 1.65, 2.83)
H (-0.27, -0.14, 2.55)
H (2.70, -0.12, 1.48)
H (3.12, 0.63, -0.16)
H (2.32, -0.86, -0.21)
H (-2.37, -2.22, -0.36)
H (-1.84, -0.64, 0.15)
H (-2.88, -0.71, -1.25)


No. 4
The following is a DFT calculation (ωB97M-V/def2-TZVPD) of an isolated molecule of C11H22N4O4.

Results
Structure (SMILES): NCCCC[C@H](N)C(=O)N[C@@H](CCC(N)=O)C(=O)O
Max |F|, eV/A: 6.79
HOMO-LUMO gap, eV: 9.50
LUMO energy, Eh: 0.01436
ΔE to the lowest compared entry with this formula, charge and spin, eV: 5.538

Positions of all 41 atoms, in Å:
N (0.37, -1.55, -5.61)
C (-0.77, -0.66, -5.41)
C (-1.28, -0.45, -4.01)
C (-0.15, -0.05, -2.93)
C (0.63, -1.21, -2.30)
C (0.02, -1.57, -0.92)
N (-1.22, -2.18, -1.20)
C (-0.04, -0.57, 0.15)
O (-1.01, 0.27, 0.16)
N (1.04, -0.40, 0.91)
C (1.00, 0.89, 1.72)
C (0.18, 0.61, 3.08)
C (-0.50, 1.72, 3.88)
C (-0.82, 1.15, 5.33)
N (-1.84, 1.91, 5.99)
O (-0.29, 0.10, 5.71)
C (2.49, 1.12, 2.08)
O (3.31, 0.09, 2.09)
O (2.65, 2.36, 2.49)
H (0.10, -2.49, -5.29)
H (1.14, -1.34, -5.05)
H (-0.40, 0.44, -5.63)
H (-1.62, -0.80, -6.16)
H (-2.08, 0.44, -4.03)
H (-1.73, -1.33, -3.47)
H (0.63, 0.44, -3.45)
H (-0.75, 0.67, -2.25)
H (1.81, -0.94, -2.26)
H (0.61, -2.12, -2.87)
H (0.73, -2.35, -0.56)
H (-1.90, -1.43, -1.50)
H (-1.44, -2.82, -0.37)
H (1.91, -1.05, 0.91)
H (0.57, 1.63, 0.98)
H (-0.60, -0.32, 2.92)
H (0.93, 0.19, 3.66)
H (0.25, 2.80, 3.99)
H (-1.45, 2.04, 3.30)
H (-2.22, 2.87, 5.87)
H (-1.81, 1.72, 7.17)
H (3.56, 2.22, 2.87)


No. 5
The following is a DFT calculation (ωB97M-V/def2-TZVPD) of a structure of composition C37H35Cl2FN7O2STi.

Results
Max |F|, eV/A: 0.73
Expectation value of S²: 0.755
HOMO-LUMO gap (spin up / spin down), eV: 7.33 / 7.36
LUMO energy (spin up / spin down), Eh: -0.00402 / -0.00483
ΔE to the lowest compared entry with this formula, charge and spin, eV: 1.766
2S+1: 2

Positions of all 86 atoms, in Å:
Ti (-0.26, 0.08, -1.25)
Cl (-5.93, -3.75, -1.38)
C (-4.26, -3.29, -1.46)
C (-3.95, -1.95, -1.60)
C (-2.63, -1.54, -1.67)
N (-2.25, -0.19, -1.85)
C (-2.79, 0.73, -1.00)
O (-2.97, 1.91, -1.25)
C (-2.87, 0.23, 0.43)
C (-3.98, 0.32, 1.25)
C (-3.91, -0.28, 2.50)
C (-2.74, -0.92, 2.88)
C (-1.66, -0.92, 2.00)
N (-1.72, -0.35, 0.80)
C (-1.60, -2.50, -1.56)
C (-1.92, -3.84, -1.47)
C (-3.25, -4.24, -1.41)
Cl (-3.61, -5.93, -1.27)
N (-0.31, -1.94, -1.49)
C (0.82, -2.68, -1.43)
O (0.95, -3.89, -1.54)
C (2.03, -1.82, -1.17)
C (3.29, -2.37, -1.15)
C (4.36, -1.53, -0.89)
C (4.12, -0.18, -0.67)
C (2.82, 0.29, -0.71)
N (1.79, -0.52, -0.95)
H (-4.75, -1.22, -1.68)
H (-4.87, 0.82, 0.90)
H (-4.76, -0.27, 3.17)
H (-2.65, -1.41, 3.84)
H (-0.72, -1.38, 2.27)
H (-1.14, -4.59, -1.41)
H (3.39, -3.43, -1.32)
H (5.37, -1.92, -0.87)
H (4.93, 0.51, -0.47)
H (2.58, 1.33, -0.53)
C (2.86, 4.69, -3.02)
C (2.91, 3.36, -2.25)
C (4.23, 3.30, -1.48)
C (2.66, 2.22, -3.24)
C (3.71, 1.92, -4.10)
C (3.56, 1.00, -5.13)
C (2.31, 0.48, -5.38)
C (1.21, 0.80, -4.59)
C (-0.13, 0.35, -5.16)
C (-1.30, 1.32, -4.97)
C (-0.52, -1.08, -4.80)
C (1.41, 1.57, -3.43)
N (0.41, 1.57, -2.42)
C (-0.04, 2.80, -1.91)
C (-0.29, 3.94, -2.68)
C (-0.73, 5.12, -2.10)
C (-0.95, 5.20, -0.73)
C (-0.73, 4.07, 0.06)
C (-0.28, 2.94, -0.56)
F (-0.08, 1.79, 0.20)
H (2.84, 5.53, -2.33)
H (1.99, 4.75, -3.66)
H (3.74, 4.79, -3.65)
H (2.12, 3.38, -1.50)
H (5.09, 3.18, -2.14)
H (4.26, 2.50, -0.75)
H (4.37, 4.24, -0.94)
H (4.66, 2.40, -3.96)
H (4.40, 0.75, -5.76)
H (2.16, -0.15, -6.24)
H (0.07, 0.36, -6.24)
H (-1.67, 1.35, -3.94)
H (-2.12, 1.01, -5.61)
H (-1.01, 2.33, -5.27)
H (-0.97, -1.13, -3.82)
H (0.34, -1.75, -4.83)
H (-1.26, -1.46, -5.51)
H (-0.14, 3.88, -3.75)
H (-0.92, 5.98, -2.72)
H (-1.32, 6.11, -0.28)
H (-0.94, 4.07, 1.12)
N (2.11, 2.40, 2.38)
C (2.69, 1.19, 2.56)
N (4.04, 1.20, 2.71)
S (1.82, -0.22, 2.54)
H (2.61, 3.26, 2.44)
H (1.11, 2.42, 2.28)
H (4.54, 2.05, 2.90)
H (4.47, 0.33, 2.94)


No. 6
The following is a DFT calculation (ωB97M-V/def2-TZVPD) of a structure of composition C23H25F3NOSm.

Results
Max |F|, eV/A: 3.64
Expectation value of S²: 8.777
HOMO-LUMO gap (spin up / spin down), eV: 7.88 / 7.88
LUMO energy (spin up / spin down), Eh: -0.01364 / -0.01168
ΔE to the lowest compared entry with this formula, charge and spin, eV: 0.502
2S+1: 6

Positions of all 54 atoms, in Å:
C (2.01, 0.13, 2.82)
C (2.15, -0.64, 1.63)
C (1.89, 0.20, 0.51)
H (2.47, -1.67, 1.57)
C (1.62, 1.51, 1.02)
C (1.71, 1.47, 2.44)
H (1.50, 2.40, 0.41)
C (-1.33, -2.05, 3.17)
C (-0.08, -2.47, 2.65)
C (-0.14, -2.48, 1.23)
H (0.77, -2.83, 3.25)
C (-1.47, -2.12, 0.86)
C (-2.21, -1.85, 2.07)
H (1.99, -0.08, -0.53)
H (1.60, 2.31, 3.11)
H (2.18, -0.24, 3.84)
H (-3.26, -1.54, 2.12)
H (0.66, -2.74, 0.52)
H (-1.62, -2.00, 4.23)
Sm (-0.34, 0.15, 1.89)
C (-1.90, -1.60, -0.54)
C (-3.41, -1.58, -0.64)
C (-1.26, -2.30, -1.69)
H (-3.76, -2.60, -0.43)
H (-3.70, -1.27, -1.64)
H (-3.86, -0.90, 0.09)
H (-1.53, -3.35, -1.68)
H (-0.17, -2.24, -1.73)
H (-1.63, -1.88, -2.62)
C (-1.43, -0.13, -0.37)
C (-1.80, 1.28, -0.85)
H (-0.32, -0.11, -0.42)
H (-1.95, 0.01, 0.62)
O (-2.07, 2.10, 0.06)
N (-1.48, 1.57, -2.20)
C (-0.28, 2.47, -2.26)
H (-2.25, 1.95, -2.76)
C (0.99, 1.80, -2.72)
C (2.18, 2.49, -2.51)
H (2.15, 3.47, -2.03)
C (3.39, 1.95, -2.93)
H (4.31, 2.50, -2.79)
C (3.41, 0.69, -3.52)
H (4.34, 0.25, -3.85)
C (2.22, -0.03, -3.69)
H (2.21, -1.02, -4.13)
C (1.00, 0.53, -3.30)
H (0.05, 0.03, -3.44)
H (-0.12, 2.86, -1.23)
H (-0.53, 3.35, -2.88)
F (0.04, 0.15, 5.28)
C (-0.71, 0.93, 4.42)
F (-1.97, 0.91, 4.95)
F (-0.25, 2.23, 4.61)